No. 1
The following is a DFT calculation (wB97M-V/def2-TZVPD) of a cluster of 3 separate species, C21H42NO4 in total at a distorted geometry.

Output
Highest occupied orbital energy = -12.35 eV
Charge = +1
Frontier orbital gap = 9.144 eV

The geometry in XYZ format:
```
68
Properties=species:S:1:pos:R:3:mulliken_charge:R:1
C -2.710 2.860 -2.387 -1.28
C -3.431 1.845 -1.490 -0.64
C -2.476 1.199 -0.491 0.05
C -3.165 0.266 0.501 -0.27
C -3.839 -0.998 -0.029 0.70
C -4.106 -1.992 1.147 -0.38
C -3.812 -3.388 0.617 -0.75
N -3.148 -3.094 -0.660 -0.02
C -3.097 -1.851 -0.991 -0.24
C -2.328 -1.473 -2.216 -0.34
C -0.831 -1.711 -1.932 -0.07
C 0.178 -1.033 -2.895 0.80
C 1.135 -0.149 -2.101 -1.62
C -0.446 -0.290 -4.069 -1.46
H -1.895 3.321 -1.832 0.31
H -3.377 3.655 -2.700 0.40
H -2.266 2.377 -3.253 0.24
H -4.209 2.364 -0.934 0.54
H -3.900 1.089 -2.120 0.22
H -1.638 0.725 -0.999 -0.71
H -2.050 2.014 0.094 0.88
H -2.465 -0.012 1.286 -0.64
H -3.933 0.860 0.993 0.49
H -4.814 -0.769 -0.461 0.51
H -3.388 -1.800 1.934 0.02
H -5.105 -1.870 1.545 0.50
H -4.631 -4.097 0.561 0.32
H -3.066 -3.883 1.238 0.37
H -2.718 -3.797 -1.246 0.32
H -2.549 -0.442 -2.449 -0.30
H -2.706 -2.094 -3.028 0.63
H -0.635 -1.347 -0.922 -0.35
H -0.663 -2.785 -1.903 0.48
H 0.775 -1.838 -3.323 0.41
H 1.560 -0.726 -1.281 0.34
H 0.601 0.684 -1.644 0.16
H 1.946 0.217 -2.721 0.50
H -0.822 -0.972 -4.825 0.36
H -1.219 0.415 -3.776 0.08
H 0.331 0.296 -4.555 0.48
O -1.633 -1.051 3.511 -0.59
C -0.570 -0.476 3.546 0.55
O -0.146 0.014 4.712 -0.39
C 1.169 0.571 4.888 -0.31
C 1.223 2.031 4.497 -0.94
C 0.248 -0.234 2.299 -0.34
H 1.911 -0.025 4.357 0.31
H 1.369 0.459 5.951 0.33
H 1.014 2.172 3.437 0.22
H 2.213 2.436 4.703 0.35
H 0.487 2.601 5.064 0.34
H -0.121 0.668 1.809 0.16
H 0.108 -1.082 1.631 0.15
H 1.313 -0.131 2.474 0.20
O 3.384 0.027 1.755 -0.60
C 4.377 0.201 1.094 0.76
O 4.840 1.450 0.961 -0.37
C 6.093 1.762 0.334 -0.43
C 5.960 1.886 -1.169 -0.94
C 5.056 -0.935 0.367 -1.02
H 6.856 1.039 0.625 0.37
H 6.383 2.718 0.764 0.32
H 5.655 0.944 -1.626 0.26
H 6.911 2.186 -1.607 0.37
H 5.210 2.635 -1.418 0.30
H 4.554 -1.081 -0.589 0.23
H 4.940 -1.836 0.964 0.33
H 6.116 -0.782 0.188 0.35
```

No. 2
The following is a DFT calculation (wB97M-V/def2-TZVPD) of a cluster of 2 separate species, C12H11F2N2O4S in total at a distorted geometry.

Output
Highest occupied orbital energy = -4.58 eV
Charge = -1
Frontier orbital gap = 7.271 eV

The geometry in XYZ format:
```
32
Properties=species:S:1:pos:R:3:mulliken_charge:R:1
C 2.231 1.423 2.233 -1.37
C 0.952 1.075 2.966 0.92
C 0.949 1.144 4.505 -1.40
N 1.022 -0.510 2.470 0.77
O 0.064 -1.330 2.501 -0.57
O 2.125 -0.793 2.030 -0.50
H 2.397 2.489 2.047 0.39
H 3.049 0.994 2.840 0.33
H 2.220 0.991 1.229 0.38
H 0.844 2.164 4.876 0.39
H 0.077 0.628 4.906 0.39
H 1.883 0.733 4.913 0.32
F -2.574 0.492 3.380 -0.33
C -1.594 0.466 2.406 0.55
F -2.136 0.374 1.169 -0.22
S -0.520 1.937 2.654 -0.19
N 0.270 0.147 -0.994 -0.19
C -0.801 0.734 -1.684 0.08
O -1.422 1.752 -1.411 -0.68
C -1.013 -0.140 -2.898 0.39
C -0.265 -1.291 -2.725 0.12
C -0.100 -2.201 -3.759 -0.39
C -0.704 -1.914 -5.005 -0.39
C -1.455 -0.721 -5.171 -0.33
C -1.657 0.178 -4.087 -0.49
C 0.438 -1.169 -1.374 0.15
O 1.049 -2.071 -0.796 -0.69
H -1.109 -0.505 2.539 0.09
H 0.508 -3.095 -3.607 0.41
H -0.585 -2.596 -5.869 0.32
H -1.882 -0.473 -6.146 0.33
H -2.262 1.088 -4.140 0.42
```

No. 3
The following is a DFT calculation (wB97M-V/def2-TZVPD) of a structure of composition C18H42CuN7O9 at a distorted geometry.

Output
Highest occupied orbital energy (spin up / spin down) = -10.79 / -10.79 eV
2S+1 = 2
Charge = +1
Expectation value of S² = 0.751
Frontier orbital gap (spin up / spin down) = 8.029 / 4.590 eV

The geometry in XYZ format:
```
77
Properties=species:S:1:pos:R:3:mulliken_spin:R:1
Cu 0.269 -1.633 -2.085 0.87
N 0.352 0.362 0.771 0.00
O 0.865 1.457 0.975 0.00
O 0.323 -0.102 -0.388 0.00
O -0.165 -0.288 1.711 0.00
C -3.659 -3.367 -0.677 0.01
C -2.425 -2.554 -0.378 0.00
O -1.520 -2.524 -1.234 0.07
N -2.325 -1.862 0.746 -0.01
C -3.311 -1.871 1.829 0.00
H -4.528 -3.077 -0.083 0.00
H -3.519 -4.428 -0.481 0.00
H -3.943 -3.167 -1.708 0.00
H -1.485 -1.305 0.918 0.00
H -2.942 -1.336 2.700 0.00
H -3.451 -2.898 2.175 0.00
H -4.254 -1.454 1.485 0.00
C 0.735 -5.200 0.259 0.00
C 0.807 -3.710 0.402 0.00
O 1.011 -3.019 -0.612 0.02
N 0.733 -3.140 1.600 0.00
C 0.373 -3.871 2.821 0.00
H 0.954 -5.819 1.125 0.00
H 1.402 -5.518 -0.539 0.00
H -0.282 -5.444 -0.067 0.00
H 0.655 -2.130 1.655 0.00
H -0.369 -4.638 2.627 0.00
H 0.069 -3.196 3.616 0.00
H 1.287 -4.330 3.212 0.00
C 2.686 1.771 -2.700 0.00
C 1.653 0.966 -3.444 0.00
O 1.285 -0.145 -3.035 0.02
N 1.211 1.472 -4.590 0.00
C 0.235 0.868 -5.470 0.00
H 2.375 2.752 -2.353 0.00
H 3.512 1.873 -3.413 0.00
H 3.078 1.173 -1.881 0.00
H 1.411 2.444 -4.770 0.00
H -0.787 1.105 -5.171 0.00
H 0.330 -0.215 -5.487 0.00
H 0.386 1.216 -6.490 0.00
C -0.615 0.445 5.031 0.00
C 0.677 1.194 5.202 0.00
O 1.112 1.391 6.328 0.00
N 1.361 1.516 4.086 0.00
C 2.643 2.182 4.097 0.00
H -1.402 0.847 5.664 0.00
H -0.465 -0.614 5.245 0.00
H -1.009 0.475 4.008 0.00
H 0.981 1.269 3.186 0.00
H 2.663 2.987 3.360 0.00
H 3.451 1.477 3.890 0.00
H 2.808 2.654 5.062 0.00
C -3.449 -0.790 -4.363 0.00
C -2.641 -0.289 -3.192 0.00
O -1.450 -0.585 -3.052 0.01
N -3.261 0.563 -2.371 0.00
C -2.699 1.093 -1.132 0.00
H -4.449 -1.100 -4.078 0.00
H -2.896 -1.561 -4.896 0.00
H -3.491 0.009 -5.112 0.00
H -4.193 0.850 -2.619 0.00
H -3.376 0.873 -0.307 0.00
H -2.669 2.181 -1.226 0.00
H -1.702 0.703 -0.963 0.00
C 4.226 2.505 0.525 0.00
C 3.616 3.871 0.303 0.00
O 4.349 4.834 0.113 0.00
N 2.274 4.003 0.417 0.00
C 1.560 5.247 0.260 0.00
H 3.452 1.768 0.753 0.00
H 4.870 2.585 1.397 0.00
H 4.785 2.225 -0.363 0.00
H 1.710 3.166 0.479 0.00
H 0.950 5.418 1.147 0.00
H 0.955 5.339 -0.644 0.00
H 2.294 6.052 0.194 0.00
```